DFT (ωB97M-V with the def2-TZVPD basis set) results for C4H4N2O in the gas phase in a non-equilibrium geometry.

SMILES string ... CC1=NC=NC1=O
Relative energy (zero: lowest compared OMol25 entry of this formula, charge and spin) ... 34.0 kcal/mol
LUMO level ... -1.653 eV
HOMO-LUMO gap ... 8.891 eV
Calculated total energy ... -9239.0120 eV
2S+1 ... 1

Last column: Löwdin charge in e.
CARTESIAN COORDINATES (ANGSTROEM)
1 C 2.15 -0.31 -0.02  -0.03
2 C 0.63 -0.38 -0.01  -0.29
3 N -0.05 -1.45 0.05  0.13
4 C -1.39 -1.02 0.04  -0.12
5 N -1.58 0.26 -0.07  0.13
6 C -0.31 0.83 -0.05  -0.39
7 O -0.05 2.01 0.07  0.14
8 H 2.60 -0.04 1.05  0.13
9 H 2.29 0.55 -0.80  0.11
10 H 2.62 -1.26 -0.40  0.09
11 H -2.17 -1.75 0.05  0.11

=====

DFT (ωB97M-V with the def2-TZVPD basis set) results for a molecular structure, C4H4N2O.

Relative energy (zero: lowest compared OMol25 entry of this formula, charge and spin) ... 88.3 kcal/mol
LUMO level ... 0.489 eV
HOMO-LUMO gap ... 9.962 eV
Calculated total energy ... -9236.6609 eV
2S+1 ... 1

Last column: Löwdin charge in e.
CARTESIAN COORDINATES (ANGSTROEM)
1 O -1.30 -0.58 -2.22  0.13
2 C -0.66 0.03 -1.45  -0.39
3 C 0.43 -1.41 -0.50  -0.01
4 C 0.34 -1.29 0.73  0.05
5 N -0.34 0.71 1.24  0.06
6 C 0.04 1.46 0.26  -0.30
7 N -0.26 1.16 -1.02  0.12
8 H 0.71 -2.03 -1.33  0.08
9 H 0.36 -1.47 1.78  0.06
10 H 0.05 1.05 2.12  0.07
11 H 0.62 2.37 0.38  0.12

=====

DFT (ωB97M-V with the def2-TZVPD basis set) results for C4H4N2O in the gas phase.

SMILES string ... O=c1cc[nH]cn1
Relative energy (zero: lowest compared OMol25 entry of this formula, charge and spin) ... 8.1 kcal/mol
LUMO level ... 0.430 eV
HOMO-LUMO gap ... 9.873 eV
Calculated total energy ... -9240.1377 eV
2S+1 ... 1

Last column: Löwdin charge in e.
CARTESIAN COORDINATES (ANGSTROEM)
1 O 2.29 -1.41 0.14  0.06
2 C 1.24 -0.83 -0.07  -0.49
3 C 1.11 0.63 -0.07  0.01
4 C -0.11 1.18 0.08  -0.09
5 N -1.22 0.36 0.11  0.04
6 C -1.06 -0.97 -0.19  -0.18
7 N 0.06 -1.56 -0.36  0.15
8 H 2.00 1.24 -0.11  0.11
9 H -0.30 2.25 0.13  0.12
10 H -2.01 0.61 0.69  0.14
11 H -2.00 -1.51 -0.35  0.13

=====

DFT (ωB97M-V with the def2-TZVPD basis set) results for C4H4N2O in the gas phase in a non-equilibrium geometry.

SMILES string ... O=Nc1cc[nH]c1
Relative energy (zero: lowest compared OMol25 entry of this formula, charge and spin) ... 91.1 kcal/mol
LUMO level ... 0.351 eV
HOMO-LUMO gap ... 8.957 eV
Calculated total energy ... -9236.5354 eV
2S+1 ... 1

Last column: Löwdin charge in e.
CARTESIAN COORDINATES (ANGSTROEM)
1 O 1.10 -1.73 -1.92  -0.01
2 N 1.10 -1.85 -0.77  0.00
3 C 0.42 -0.67 -0.25  -0.30
4 C 0.55 -0.29 1.07  -0.07
5 C -0.32 0.75 1.29  -0.04
6 N -0.78 1.20 -0.10  0.05
7 C -0.43 0.20 -0.87  -0.14
8 H 1.04 -1.03 1.74  0.13
9 H -0.46 1.42 2.08  0.07
10 H -1.59 1.88 -0.38  0.20
11 H -0.62 0.11 -1.88  0.10

=====

DFT (ωB97M-V with the def2-TZVPD basis set) results for C4H4N2O in the gas phase in a non-equilibrium geometry.

Relative energy (zero: lowest compared OMol25 entry of this formula, charge and spin) ... 72.6 kcal/mol
LUMO level ... 0.224 eV
HOMO-LUMO gap ... 8.986 eV
Calculated total energy ... -9237.3380 eV
2S+1 ... 1

Last column: Löwdin charge in e.
CARTESIAN COORDINATES (ANGSTROEM)
1 O 1.94 1.71 0.81  0.02
2 C 1.63 0.54 0.98  -0.25
3 C 0.43 -0.04 0.43  -0.31
4 C -0.04 -1.32 0.52  -0.05
5 N -1.19 -1.27 -0.33  0.00
6 C -1.34 -0.04 -0.90  -0.10
7 N -0.40 0.73 -0.39  0.13
8 H 2.24 -0.18 1.56  0.12
9 H -0.86 -2.20 -0.64  0.12
10 H -2.13 0.32 -1.54  0.14
11 H -0.28 1.74 -0.50  0.17

=====

DFT (ωB97M-V with the def2-TZVPD basis set) results for C4H4N2O in the gas phase in a non-equilibrium geometry.

Relative energy (zero: lowest compared OMol25 entry of this formula, charge and spin) ... 109.8 kcal/mol
LUMO level ... -0.437 eV
HOMO-LUMO gap ... 8.398 eV
Calculated total energy ... -9235.7282 eV
2S+1 ... 1

Last column: Löwdin charge in e.
CARTESIAN COORDINATES (ANGSTROEM)
1 O -2.13 -1.21 -0.54  0.05
2 C -1.89 -0.15 -0.01  -0.31
3 C -0.66 0.50 0.10  0.07
4 C 0.20 1.47 -0.11  -0.12
5 N 1.30 0.82 -0.52  0.03
6 C 1.55 -0.41 -0.11  -0.33
7 N 0.62 -1.14 0.39  0.14
8 H -2.71 0.37 0.49  0.13
9 H 0.20 2.56 -0.09  0.13
10 H 2.57 -0.75 -0.28  0.12
11 H 0.95 -2.07 0.67  0.09

=====

DFT (ωB97M-V with the def2-TZVPD basis set) results for C4H4N2O in the gas phase in a non-equilibrium geometry.

SMILES string ... C1=NN=C[C@@H]2O[C@@H]12
Relative energy (zero: lowest compared OMol25 entry of this formula, charge and spin) ... 181.0 kcal/mol
LUMO level ... 0.464 eV
HOMO-LUMO gap ... 10.282 eV
Calculated total energy ... -9232.6389 eV
2S+1 ... 1

Last column: Löwdin charge in e.
CARTESIAN COORDINATES (ANGSTROEM)
1 C -0.61 -1.25 0.38  -0.21
2 N -0.17 -0.84 1.40  0.06
3 N 0.17 0.64 1.48  0.08
4 C 0.59 1.20 0.40  -0.16
5 C 0.50 0.41 -0.76  -0.31
6 O -0.20 -0.05 -1.85  0.06
7 C -0.82 -0.22 -0.57  -0.24
8 H -0.49 -2.55 0.19  0.21
9 H 1.03 2.23 0.49  0.14
10 H 1.39 -0.32 -0.81  0.19
11 H -1.39 0.75 -0.36  0.19

=====

DFT (ωB97M-V with the def2-TZVPD basis set) results for C4H4N2O in the gas phase in a non-equilibrium geometry.

SMILES string ... NC1=CC(=O)C=N1
Relative energy (zero: lowest compared OMol25 entry of this formula, charge and spin) ... 67.9 kcal/mol
LUMO level ... -1.194 eV
HOMO-LUMO gap ... 7.831 eV
Calculated total energy ... -9237.5434 eV
2S+1 ... 1

Last column: Löwdin charge in e.
CARTESIAN COORDINATES (ANGSTROEM)
1 N 2.09 -0.21 -0.02  0.08
2 C 0.66 -0.07 -0.05  -0.27
3 C -0.39 -0.99 -0.22  0.04
4 C -1.55 -0.05 -0.02  -0.43
5 O -2.75 -0.41 0.13  0.08
6 C -1.09 1.19 -0.06  -0.17
7 N 0.14 1.35 -0.03  0.17
8 H 2.84 0.46 0.31  0.12
9 H 2.50 -1.07 0.45  0.11
10 H -0.61 -2.12 -0.25  0.14
11 H -1.83 1.92 -0.25  0.13

=====

DFT (ωB97M-V with the def2-TZVPD basis set) results for C4H4N2O in the gas phase in a non-equilibrium geometry.

SMILES string ... O=Cc1cnc[nH]1
Relative energy (zero: lowest compared OMol25 entry of this formula, charge and spin) ... 28.1 kcal/mol
LUMO level ... 0.447 eV
HOMO-LUMO gap ... 10.112 eV
Calculated total energy ... -9239.2713 eV
2S+1 ... 1

Last column: Löwdin charge in e.
CARTESIAN COORDINATES (ANGSTROEM)
1 O -2.72 -1.12 0.02  0.03
2 C -1.98 -0.17 0.05  -0.23
3 C -0.45 -0.13 0.22  -0.11
4 C 0.13 1.10 -0.02  -0.15
5 N 1.47 1.07 -0.23  0.05
6 C 1.80 -0.19 -0.12  -0.22
7 N 0.77 -1.02 0.15  0.10
8 H -2.44 0.85 -0.13  0.13
9 H -0.39 2.04 -0.06  0.11
10 H 2.84 -0.52 -0.23  0.13
11 H 1.08 -1.99 0.34  0.16

=====

DFT (ωB97M-V with the def2-TZVPD basis set) results for C4H4N2O in the gas phase in a non-equilibrium geometry.

SMILES string ... [H]/N=C1/N=COC1=C
Relative energy (zero: lowest compared OMol25 entry of this formula, charge and spin) ... 102.8 kcal/mol
LUMO level ... -0.465 eV
HOMO-LUMO gap ... 9.085 eV
Calculated total energy ... -9236.0299 eV
2S+1 ... 1

Last column: Löwdin charge in e.
CARTESIAN COORDINATES (ANGSTROEM)
1 H -2.35 -0.97 -0.56  0.14
2 N -1.41 -1.61 -0.24  0.10
3 C -0.34 -0.90 0.09  -0.39
4 N 0.96 -1.60 0.34  0.10
5 C 1.91 -0.66 -0.06  -0.08
6 O 1.46 0.70 -0.21  -0.02
7 C 0.10 0.53 0.05  -0.35
8 C -0.90 1.46 0.08  0.06
9 H 3.11 -0.49 -0.28  0.19
10 H -1.86 0.89 0.61  0.12
11 H -0.69 2.66 0.18  0.12

=====

DFT (ωB97M-V with the def2-TZVPD basis set) results for C4H4N2O in the gas phase.

SMILES string ... O=c1cc[nH]cn1
Relative energy (zero: lowest compared OMol25 entry of this formula, charge and spin) ... 4.1 kcal/mol
LUMO level ... 0.358 eV
HOMO-LUMO gap ... 9.676 eV
Calculated total energy ... -9240.3092 eV
2S+1 ... 1

Last column: Löwdin charge in e.
CARTESIAN COORDINATES (ANGSTROEM)
1 O 2.38 -1.29 0.30  0.05
2 C 1.29 -0.80 0.10  -0.49
3 C 1.09 0.65 -0.11  0.01
4 C -0.14 1.17 -0.08  -0.09
5 N -1.23 0.33 0.00  0.05
6 C -1.02 -1.02 0.03  -0.18
7 N 0.12 -1.60 0.07  0.14
8 H 1.97 1.28 -0.20  0.11
9 H -0.35 2.23 -0.10  0.12
10 H -2.17 0.69 -0.03  0.14
11 H -1.93 -1.63 0.01  0.13

=====

DFT (ωB97M-V with the def2-TZVPD basis set) results for C4H4N2O in the gas phase in a non-equilibrium geometry.

SMILES string ... [H]/N=C/N=C=CC=O
Relative energy (zero: lowest compared OMol25 entry of this formula, charge and spin) ... 70.4 kcal/mol
LUMO level ... 0.130 eV
HOMO-LUMO gap ... 9.559 eV
Calculated total energy ... -9237.4369 eV
2S+1 ... 1

Last column: Löwdin charge in e.
CARTESIAN COORDINATES (ANGSTROEM)
1 H -0.44 2.74 1.25  0.05
2 N -0.33 1.87 0.75  0.12
3 C -1.04 1.81 -0.29  -0.28
4 N -0.87 0.70 -1.12  0.12
5 C -0.36 -0.26 -0.56  -0.09
6 C 0.08 -1.41 -0.13  -0.04
7 C 1.39 -1.84 0.40  -0.28
8 O 2.05 -1.35 1.28  0.05
9 H -1.69 2.58 -0.70  0.11
10 H -0.51 -2.09 -0.73  0.12
11 H 1.72 -2.75 -0.14  0.11

=====

DFT (ωB97M-V with the def2-TZVPD basis set) results for C4H4N2O in the gas phase.

SMILES string ... N=C=C/N=C\C=O
Relative energy (zero: lowest compared OMol25 entry of this formula, charge and spin) ... 65.3 kcal/mol
LUMO level ... -0.274 eV
HOMO-LUMO gap ... 8.813 eV
Calculated total energy ... -9237.6545 eV
2S+1 ... 1

Last column: Löwdin charge in e.
CARTESIAN COORDINATES (ANGSTROEM)
1 N 2.08 0.56 0.71  0.17
2 C 1.34 -0.37 0.42  -0.17
3 C 0.51 -1.38 0.20  -0.16
4 N -0.78 -1.31 -0.36  0.04
5 C -1.44 -0.23 -0.49  -0.12
6 C -1.05 1.15 -0.05  -0.25
7 O -1.18 2.11 -0.77  0.06
8 H 2.72 0.89 -0.01  0.09
9 H 0.89 -2.38 0.38  0.10
10 H -2.40 -0.29 -1.00  0.12
11 H -0.68 1.26 0.99  0.12

=====

DFT (ωB97M-V with the def2-TZVPD basis set) results for a molecular structure, C4H4N2O2 in a non-equilibrium geometry.

Relative energy (zero: lowest compared OMol25 entry of this formula, charge and spin) ... 146.7 kcal/mol
LUMO level ... -0.433 eV
HOMO-LUMO gap ... 8.556 eV
Calculated total energy ... -11282.1771 eV
2S+1 ... 1

Last column: Löwdin charge in e.
CARTESIAN COORDINATES (ANGSTROEM)
1 C 1.14 -0.34 -0.08  -0.39
2 C -0.88 0.65 -0.41  -0.13
3 C -1.99 -0.17 0.31  -0.08
4 C -0.19 -0.53 -0.49  -0.16
5 H 1.89 -2.06 0.15  0.09
6 H -0.17 2.54 -0.29  0.14
7 H -3.02 -0.08 -0.26  0.15
8 H -1.96 -0.02 1.42  0.15
9 N 2.17 -1.03 0.21  0.16
10 N -0.08 1.65 0.23  0.09
11 O 1.24 1.05 0.00  -0.02
12 O -1.23 -1.36 -0.01  -0.02

=====

DFT (ωB97M-V with the def2-TZVPD basis set) results for a molecular structure, C4H4N2O2 in a non-equilibrium geometry.

Relative energy (zero: lowest compared OMol25 entry of this formula, charge and spin) ... 167.8 kcal/mol
LUMO level ... 0.514 eV
HOMO-LUMO gap ... 9.521 eV
Calculated total energy ... -11281.2651 eV
2S+1 ... 1

Last column: Löwdin charge in e.
CARTESIAN COORDINATES (ANGSTROEM)
1 C -0.09 -0.39 1.29  -0.08
2 C -1.33 -0.04 1.02  -0.12
3 C -0.74 0.94 -1.02  -0.11
4 C 1.65 -0.61 -0.59  -0.21
5 H -0.02 -0.92 2.18  0.10
6 H -2.23 -0.13 1.54  0.12
7 H -0.42 2.13 -1.62  0.23
8 H 2.76 -0.89 -0.62  0.15
9 N -0.23 -0.30 -1.26  0.00
10 N 1.14 -0.11 -1.68  0.03
11 O 1.24 -0.51 0.74  -0.03
12 O -1.72 0.82 0.03  -0.07

=====

DFT (ωB97M-V with the def2-TZVPD basis set) results for a molecular structure, C4H4N2O2 in a non-equilibrium geometry.

Relative energy (zero: lowest compared OMol25 entry of this formula, charge and spin) ... 172.3 kcal/mol
LUMO level ... 0.296 eV
HOMO-LUMO gap ... 10.469 eV
Calculated total energy ... -11281.0697 eV
2S+1 ... 1

Last column: Löwdin charge in e.
CARTESIAN COORDINATES (ANGSTROEM)
1 C -1.25 1.07 -0.10  -0.11
2 C 0.12 0.90 0.34  -0.21
3 C 1.42 1.02 -0.09  -0.11
4 C -0.06 -0.54 -0.21  -0.41
5 H -1.64 2.05 -0.45  0.13
6 H 0.03 1.24 1.44  0.21
7 H 2.17 1.71 -0.29  0.11
8 H -0.07 -0.45 -1.23  0.14
9 N -2.09 0.03 -0.11  0.09
10 N 2.11 -0.11 -0.06  0.19
11 O -1.32 -1.05 0.18  -0.01
12 O 1.07 -1.28 0.08  -0.02

=====

DFT (ωB97M-V with the def2-TZVPD basis set) results for C4H4N2O2 in the gas phase in a non-equilibrium geometry.

SMILES string ... C#C[C@@H]1ON=CNO1
Relative energy (zero: lowest compared OMol25 entry of this formula, charge and spin) ... 198.2 kcal/mol
LUMO level ... 0.645 eV
HOMO-LUMO gap ... 10.021 eV
Calculated total energy ... -11279.9431 eV
2S+1 ... 1

Last column: Löwdin charge in e.
CARTESIAN COORDINATES (ANGSTROEM)
1 C -0.67 0.60 -2.58  0.05
2 C 0.17 0.12 -1.83  -0.02
3 C 0.82 -0.41 -0.42  -0.26
4 O -0.11 -1.58 -0.13  -0.08
5 N -0.87 -1.29 1.05  0.07
6 C -0.74 -0.24 1.70  -0.21
7 N 0.07 0.79 1.34  0.00
8 O 1.12 0.46 0.61  -0.04
9 H -0.72 1.20 -3.58  0.08
10 H 1.86 -0.70 -0.75  0.16
11 H -1.48 -0.05 2.45  0.13
12 H 0.54 1.09 2.12  0.12

=====

DFT (ωB97M-V with the def2-TZVPD basis set) results for a molecular structure, C4H4N2O2 in a non-equilibrium geometry.

Relative energy (zero: lowest compared OMol25 entry of this formula, charge and spin) ... 69.7 kcal/mol
LUMO level ... 0.513 eV
HOMO-LUMO gap ... 9.634 eV
Calculated total energy ... -11285.5188 eV
2S+1 ... 1

Last column: Löwdin charge in e.
CARTESIAN COORDINATES (ANGSTROEM)
1 C -1.55 0.08 -1.21  -0.42
2 C 2.88 1.37 1.07  -0.39
3 C -0.49 0.78 -0.30  0.03
4 C 0.11 -0.36 -0.26  -0.12
5 N -0.76 -1.09 -1.13  0.05
6 N 2.46 1.61 2.18  0.20
7 O -2.57 0.35 -1.79  0.11
8 O 3.08 0.96 -0.01  0.14
9 H -0.41 1.60 0.24  0.05
10 H 0.86 -0.91 0.27  0.12
11 H -0.46 -1.68 -2.00  0.18
12 H 2.75 2.16 2.93  0.05

=====

DFT (ωB97M-V with the def2-TZVPD basis set) results for C4H4N2O2 in the gas phase in a non-equilibrium geometry.

SMILES string ... C1OCc2nonc21
Relative energy (zero: lowest compared OMol25 entry of this formula, charge and spin) ... 115.2 kcal/mol
LUMO level ... 0.197 eV
HOMO-LUMO gap ... 10.457 eV
Calculated total energy ... -11283.5460 eV
2S+1 ... 1

Last column: Löwdin charge in e.
CARTESIAN COORDINATES (ANGSTROEM)
1 C -0.99 -0.58 -0.89  -0.05
2 O -0.83 -1.41 0.41  -0.14
3 C 0.07 -0.60 1.26  -0.11
4 C 0.57 0.58 0.52  -0.21
5 N 1.48 1.59 0.63  0.21
6 O 1.46 1.94 -0.76  -0.10
7 N 0.60 1.30 -1.52  0.14
8 C 0.01 0.45 -0.74  -0.28
9 H -0.72 -1.27 -1.73  0.14
10 H -2.12 -0.32 -0.85  0.16
11 H 0.90 -1.33 1.53  0.16
12 H -0.44 -0.35 2.13  0.10

=====

DFT (ωB97M-V with the def2-TZVPD basis set) results for C4H4N2O2 in the gas phase in a non-equilibrium geometry.

SMILES string ... O=C1ON=C[C@@H]2N[C@@H]12
Relative energy (zero: lowest compared OMol25 entry of this formula, charge and spin) ... 167.6 kcal/mol
LUMO level ... 0.253 eV
HOMO-LUMO gap ... 10.150 eV
Calculated total energy ... -11281.2731 eV
2S+1 ... 1

Last column: Löwdin charge in e.
CARTESIAN COORDINATES (ANGSTROEM)
1 O 0.91 -2.67 -0.04  0.19
2 C 0.42 -1.62 -0.18  -0.41
3 O -0.97 -1.47 -0.41  -0.03
4 N -1.66 -0.27 -0.80  0.11
5 C -1.33 0.74 -0.12  -0.16
6 C -0.13 0.75 0.65  -0.15
7 N 1.42 0.98 0.61  0.13
8 C 0.90 -0.18 -0.08  -0.16
9 H -1.89 1.57 -0.58  0.13
10 H -0.22 0.50 1.84  0.20
11 H 1.81 1.71 0.19  0.04
12 H 0.75 -0.05 -1.07  0.11